ORCA calculation (the ωB97M-V functional and the def2-TZVPD basis) on an isolated molecule of C4H5F3O in a non-equilibrium geometry.

Cartesian coordinates (Å):
1 C -1.168 -0.708 0.084
2 C 0.129 -0.211 0.685
3 C -1.776 0.636 -0.202
4 C 1.415 0.104 -0.003
5 O 1.594 -0.782 -0.976
6 F -2.542 1.248 0.682
7 F 2.415 -0.048 0.943
8 F 1.695 1.418 -0.495
9 H -1.201 -1.300 -0.835
10 H -1.703 -1.139 0.848
11 H -0.096 0.327 1.626
12 H -1.127 1.234 -0.827
13 H 2.367 -0.779 -1.531

Atoms 1-2, force components in eV/Å:
C 1.2 2.6 -1.0
C 0.2 0.2 0.7

Output
ΔE to the lowest compared entry with this formula, charge and spin = 0.0 kcal/mol
2S+1 = 3
HOMO energy (spin up / spin down) = -7.4 / -12.6 eV
Gap between HOMO and LUMO (spin up / spin down) = 8.1 / 11.5 eV

=====

ORCA calculation (the ωB97M-V functional and the def2-TZVPD basis) on an isolated molecule of C20H22O5.

Cartesian coordinates (Å):
1 C 5.806 1.454 -4.965
2 C 6.026 0.068 -4.364
3 O 5.019 -0.851 -4.738
4 C 3.800 -0.807 -4.147
5 C 2.851 -1.696 -4.666
6 C 1.584 -1.750 -4.138
7 C 1.221 -0.940 -3.058
8 C 2.165 -0.054 -2.549
9 C 3.436 0.021 -3.088
10 H 4.134 0.731 -2.670
11 H 1.906 0.617 -1.744
12 C -0.165 -1.035 -2.541
13 O -1.079 -1.415 -3.253
14 C -0.373 -0.673 -1.129
15 C -1.614 -0.546 -0.637
16 C -1.994 -0.217 0.721
17 C -1.064 0.022 1.730
18 C -1.464 0.304 3.031
19 C -2.831 0.338 3.351
20 C -3.774 0.183 2.322
21 C -3.346 -0.102 1.031
22 H -4.100 -0.243 0.273
23 O -5.125 0.254 2.481
24 C -5.676 1.046 3.513
25 H -6.682 1.301 3.177
26 H -5.744 0.502 4.458
27 H -5.100 1.960 3.668
28 O -3.247 0.465 4.675
29 C -3.422 -0.788 5.307
30 H -4.177 -1.394 4.794
31 H -3.753 -0.572 6.322
32 H -2.485 -1.354 5.337
33 O -0.443 0.497 3.910
34 C -0.648 1.240 5.094
35 H -1.301 2.098 4.921
36 H -1.066 0.627 5.896
37 H 0.342 1.588 5.392
38 H -0.005 -0.018 1.541
39 H -2.433 -0.702 -1.330
40 H 0.502 -0.545 -0.513
41 H 0.846 -2.424 -4.544
42 H 3.143 -2.328 -5.489
43 H 6.948 -0.365 -4.762
44 H 6.116 0.124 -3.272
45 H 4.877 1.891 -4.607
46 H 6.632 2.106 -4.693
47 H 5.755 1.381 -6.048

Atoms 1-2, force components in eV/Å:
C -0.1 -0.4 0.1
C 0.3 0.4 0.0

Output
SMILES = CCOc1ccc(C(=O)/C=C/c2cc(OC)c(OC)c(OC)c2)cc1
ΔE to the lowest compared entry with this formula, charge and spin = 52.9 kcal/mol
HOMO energy = -8.4 eV
Gap between HOMO and LUMO = 8.3 eV

=====

ORCA calculation (the ωB97M-V functional and the def2-TZVPD basis) on an isolated molecule of C11H10ClN3 in a non-equilibrium geometry.

Cartesian coordinates (Å):
1 C 0.755 1.407 -1.934
2 C -2.038 1.004 0.629
3 C 0.618 0.057 -1.494
4 C -0.913 1.272 1.297
5 C 1.108 2.399 -0.927
6 C -1.130 -2.310 -0.364
7 C -1.736 -1.107 -0.470
8 C -2.109 0.113 -0.518
9 C 0.498 0.982 0.811
10 C 0.639 -0.205 -0.146
11 C 1.620 -1.852 1.585
12 N 1.062 2.268 0.335
13 N 0.166 -2.410 -0.174
14 N 0.831 -1.407 0.361
15 Cl -2.788 0.901 -1.957
16 H 0.993 1.682 -3.047
17 H -3.071 1.163 1.025
18 H 0.593 -0.814 -2.234
19 H -1.106 1.962 2.083
20 H 1.465 3.396 -1.462
21 H -1.681 -3.212 -0.553
22 H 1.077 0.821 1.708
23 H 2.071 -2.760 1.212
24 H 2.271 -1.106 1.991
25 H 0.804 -2.242 2.240

Atoms 1-2, force components in eV/Å:
C 0.9 -2.8 -0.7
C -0.8 -0.8 1.0

Output
ΔE to the lowest compared entry with this formula, charge and spin = 154.7 kcal/mol
HOMO energy (spin up / spin down) = -7.5 / -7.5 eV
Gap between HOMO and LUMO (spin up / spin down) = 6.4 / 6.5 eV